No. 1
17
Properties=species:S:1:pos:R:3:forces:R:3 method="wB97M-V/def2-TZVPD" lumo_ev=0.29 homo_ev=-6.930 e_above_lowest_kcal_mol=119.4 total_charge=0 fmax_ev_per_a=1.82 homo_lumo_gap_ev=7.217
C -0.649 0.999 0.457 1.62 -0.33 -0.77
C -0.868 -0.103 -0.539 -0.09 -0.13 0.25
C 0.009 -1.349 -0.351 0.00 0.03 0.01
N -1.096 2.233 0.210 -0.52 1.27 -0.90
C 1.495 -1.136 -0.537 -0.03 0.17 0.43
O -0.604 0.684 1.747 -0.12 -0.13 -0.08
N 2.413 -1.546 0.234 -0.14 -0.06 -0.16
H -0.688 -0.274 1.872 0.24 0.20 -0.07
H 1.016 1.624 -0.678 -0.25 -0.87 0.77
H -0.604 2.571 -0.638 -0.80 -0.03 1.04
H -1.094 2.879 0.988 0.10 -0.11 -0.11
H 2.035 -2.039 1.050 -0.04 0.07 -0.13
H -1.924 -0.402 -0.408 0.04 0.01 -0.16
H -0.726 0.324 -1.527 -0.13 -0.06 0.01
H -0.325 -2.084 -1.092 0.01 0.04 0.02
H -0.172 -1.825 0.623 0.06 0.05 -0.06
H 1.780 -0.555 -1.411 0.05 -0.09 -0.08

---

No. 2
17
Properties=species:S:1:pos:R:3:forces:R:3 method="wB97M-V/def2-TZVPD" lumo_ev="0.39 / 0.39" homo_ev="-8.485 / -8.486" e_above_lowest_kcal_mol=158.0 total_charge=0 fmax_ev_per_a=1.82 homo_lumo_gap_ev="8.875 / 8.876"
C 1.645 0.022 -0.512 1.17 1.08 -0.78
C -2.050 -0.693 0.436 0.02 0.01 -0.04
C 1.624 -1.340 0.106 -0.64 0.28 0.34
N 0.646 1.854 -0.377 -0.16 -1.80 0.21
C -1.444 0.614 0.042 0.44 0.39 0.06
O -0.044 0.605 0.201 -1.32 0.48 0.29
N -2.055 1.633 -0.353 0.09 -0.01 0.04
H 0.774 2.396 0.486 0.16 -0.21 0.11
H -1.344 2.357 -0.565 -0.15 -0.18 -0.09
H 1.428 0.078 -1.570 0.02 -0.03 0.06
H 2.508 0.609 -0.241 0.22 -0.21 -0.12
H -1.618 -1.059 1.368 0.01 0.05 -0.02
H -1.865 -1.443 -0.336 0.01 0.03 0.01
H -3.124 -0.569 0.553 0.04 0.01 -0.02
H 0.737 -1.908 -0.168 0.02 -0.01 -0.05
H 2.510 -1.871 -0.262 -0.02 0.16 0.01
H 1.672 -1.285 1.193 0.11 -0.04 -0.02

---

No. 3
17
Properties=species:S:1:pos:R:3:forces:R:3 method="wB97M-V/def2-TZVPD" lumo_ev=0.90 homo_ev=-7.860 e_above_lowest_kcal_mol=61.8 total_charge=0 fmax_ev_per_a=3.21 homo_lumo_gap_ev=8.757
C 1.796 -0.504 -1.265 0.01 0.86 -0.03
N 0.454 -0.345 -0.736 -0.90 1.94 0.73
C -0.037 1.114 -0.036 1.58 -2.43 -1.38
O 0.694 1.288 1.139 0.75 -0.09 0.05
C -1.446 0.864 0.243 -0.85 -0.89 -0.26
C -1.856 -0.291 0.826 -0.14 1.10 0.22
N -1.090 -1.101 1.610 0.13 -0.14 -0.05
H 1.870 -1.448 -1.813 -0.04 0.05 0.15
H 2.514 -0.536 -0.442 0.10 -0.03 -0.06
H 2.092 0.304 -1.959 0.13 -0.14 0.09
H -0.217 -0.486 -1.488 0.04 0.10 0.24
H 0.140 1.941 -0.748 0.00 -0.34 0.15
H 1.640 1.289 0.921 -0.34 0.11 0.09
H -2.162 1.489 -0.261 -0.26 0.00 -0.05
H -2.904 -0.558 0.784 -0.10 0.06 0.13
H -0.094 -0.972 1.490 -0.13 -0.16 0.02
H -1.395 -2.050 1.737 0.03 0.01 -0.05

---

No. 4
17
Properties=species:S:1:pos:R:3:forces:R:3 method="wB97M-V/def2-TZVPD" smiles="CNCCNC=O" lumo_ev=0.79 homo_ev=-9.137 e_above_lowest_kcal_mol=44.1 total_charge=0 fmax_ev_per_a=2.21 homo_lumo_gap_ev=9.924
C -0.694 -2.606 0.681 -0.57 0.68 0.92
N 0.259 -1.604 1.146 0.58 0.08 0.84
C -0.064 -0.249 1.642 -0.22 -0.64 -0.59
C 0.470 0.825 0.675 -0.18 -0.09 1.83
N -0.158 0.642 -0.603 -0.31 0.68 -0.09
C -0.155 1.393 -1.749 0.72 -1.96 -0.70
O 0.612 2.241 -2.128 -0.13 0.65 0.82
H -0.343 -3.581 1.023 0.19 -0.02 -0.71
H -1.692 -2.547 1.145 0.01 0.37 0.03
H -0.837 -2.505 -0.387 0.08 -0.50 -0.32
H 0.814 -2.001 1.884 0.14 -0.37 -0.19
H -1.137 -0.123 1.863 0.11 0.01 -0.28
H 0.451 -0.152 2.601 -0.04 0.30 -0.08
H 1.551 0.718 0.723 0.16 -0.02 -0.78
H 0.257 1.768 1.195 -0.16 0.26 -0.67
H -0.852 -0.088 -0.609 -0.02 0.05 -0.09
H -0.821 0.869 -2.469 -0.36 0.52 0.07

---

No. 5
17
Properties=species:S:1:pos:R:3:forces:R:3 method="wB97M-V/def2-TZVPD" smiles="C[C@@H](CN)NC=O" lumo_ev=0.84 homo_ev=-9.630 e_above_lowest_kcal_mol=61.6 total_charge=0 fmax_ev_per_a=6.00 homo_lumo_gap_ev=10.472
C -0.448 1.481 -0.727 -2.24 -3.04 4.66
C 0.057 -0.073 -0.593 1.41 1.27 0.58
C 0.859 -0.270 0.763 -0.22 0.23 -0.24
N 2.201 0.474 0.574 -1.61 -3.73 3.44
N -0.900 -1.154 -0.793 1.68 1.78 -0.63
C -1.656 -1.555 0.227 -3.06 -3.71 0.12
O -2.005 -1.016 1.252 1.12 0.68 -0.12
H 0.236 2.010 -1.217 2.68 2.16 -2.38
H -0.364 1.819 0.366 -0.39 -0.08 -1.44
H -1.478 1.753 -1.042 0.68 -0.84 -0.05
H 0.979 -0.142 -1.215 -1.33 -0.55 -0.79
H 0.166 0.042 1.573 0.86 0.57 -0.17
H 1.079 -1.331 1.062 -0.14 0.74 -0.99
H 2.058 1.186 -0.032 -0.48 2.92 -2.06
H 2.382 0.850 1.501 0.46 0.25 -0.35
H -1.079 -1.413 -1.755 -0.11 -0.54 0.54
H -2.086 -2.661 0.057 0.70 1.91 -0.13

---

No. 6
17
Properties=species:S:1:pos:R:3:forces:R:3 method="wB97M-V/def2-TZVPD" lumo_ev=0.25 homo_ev=-8.594 e_above_lowest_kcal_mol=137.9 total_charge=0 fmax_ev_per_a=0.62 homo_lumo_gap_ev=8.842
C 1.159 -1.167 -1.352 -0.25 -0.12 -0.15
O 0.384 -2.192 -1.685 0.07 0.22 -0.02
C 0.320 0.328 3.165 -0.02 0.07 0.37
N 0.284 0.528 4.296 0.01 -0.07 -0.39
H -0.113 -2.058 -2.508 0.10 0.04 0.10
H 0.996 -0.714 -0.194 -0.25 0.33 0.38
H 1.193 -0.387 -2.123 -0.07 -0.03 0.01
C -1.298 -0.311 -0.045 0.08 0.06 0.01
C 0.357 1.470 -0.309 -0.05 -0.10 0.03
N 0.075 0.112 0.113 0.33 -0.37 -0.38
H 0.343 0.148 2.088 -0.01 0.01 0.05
H -1.930 0.149 0.726 0.02 -0.02 -0.04
H -1.726 -0.042 -1.024 0.04 0.00 0.03
H -0.018 2.188 0.432 0.02 -0.03 -0.04
H -0.096 1.725 -1.279 0.01 -0.03 0.04
H 1.437 1.614 -0.380 -0.03 -0.01 -0.01
H -1.367 -1.393 0.078 0.00 0.03 0.00

---

No. 7
17
Properties=species:S:1:pos:R:3:forces:R:3 method="wB97M-V/def2-TZVPD" lumo_ev=-2.93 homo_ev=-7.100 e_above_lowest_kcal_mol=195.3 total_charge=0 fmax_ev_per_a=3.42 homo_lumo_gap_ev=4.169
N -0.196 -1.639 -0.962 -0.13 -0.09 -0.05
C -0.252 -0.243 -1.418 1.34 -2.35 0.74
C 0.742 0.713 -0.647 -0.60 -0.92 -0.19
N 0.147 1.156 0.666 -1.98 -1.50 -2.35
C -0.503 0.328 1.551 1.24 2.70 -0.09
C 0.093 -0.746 2.255 2.08 -1.83 0.16
O 1.240 -1.156 2.067 -0.92 0.30 -0.03
H 0.505 -2.244 -1.383 -0.09 0.59 -0.61
H 0.108 -1.650 -0.007 -0.35 -0.05 0.71
H 0.029 -0.241 -2.481 -0.22 0.33 0.24
H -1.254 0.163 -1.287 0.04 0.18 -0.03
H 1.774 0.396 -0.549 -0.19 -0.41 0.10
H 0.508 1.365 -1.522 0.80 2.02 1.18
H -0.460 1.921 0.348 -0.30 0.42 0.26
H -0.732 2.273 -1.892 -0.10 0.07 0.50
H -1.247 0.785 2.188 -0.42 0.48 -0.43
H -0.501 -1.181 3.073 -0.20 0.06 -0.12

---

No. 8
17
Properties=species:S:1:pos:R:3:forces:R:3 method="wB97M-V/def2-TZVPD" lumo_ev="0.66 / 0.66" homo_ev="-7.127 / -7.127" e_above_lowest_kcal_mol=209.6 total_charge=0 fmax_ev_per_a=4.98 homo_lumo_gap_ev="7.784 / 7.784"
C -1.235 0.147 0.411 -0.55 -2.20 1.39
C -2.248 -0.060 -0.698 0.29 -0.18 -0.06
C 0.637 0.972 -0.130 -1.55 4.50 -1.47
N 2.568 -1.582 -0.228 0.29 0.11 0.10
N 0.974 1.827 0.874 -0.08 -1.73 -1.04
C 0.415 -0.354 -0.092 0.50 3.78 1.02
O 1.987 -0.372 0.255 0.41 -4.29 1.04
H 2.487 -1.564 -1.244 -0.03 0.03 0.04
H 1.979 -2.348 0.099 0.22 0.09 0.00
H 1.270 2.767 0.674 -0.31 -0.06 -0.28
H 1.234 1.503 1.796 0.26 -0.19 0.10
H 0.211 -1.039 -0.903 0.39 -0.10 -0.45
H -1.402 1.090 0.923 0.62 0.07 -0.28
H -1.338 -0.620 1.188 -0.50 0.07 0.01
H -3.252 -0.160 -0.278 0.03 0.13 0.00
H -2.222 0.775 -1.396 -0.06 -0.04 -0.05
H -2.066 -0.983 -1.251 0.07 0.02 -0.08

---

| no. | DFT total energy (hartree) |
| --- | --- |
| 1 | -343.01125 |
| 2 | -342.94966 |
| 3 | -343.10301 |
| 4 | -343.13117 |
| 5 | -343.10337 |
| 6 | -342.98175 |
| 7 | -342.89025 |
| 8 | -342.86744 |